[1]
Computed, not measured: an isolated ion of composition C5H12N2 and charge -1, with ωB97M-V with the def2-TZVPD basis set.

```
19
Properties=species:S:1:pos:R:3:lowdin_spin:R:1
C 1.2803 -0.7365 1.4665 0.039
C 0.9873 -0.2722 0.0398 0.091
C 0.1246 0.9611 -0.1868 0.040
C -1.2345 0.8826 0.5630 0.023
C -2.3528 0.4977 -0.1202 0.227
N -2.2162 -0.2972 -1.2937 0.134
N 2.2757 -0.2355 -0.6691 0.024
H 2.1233 -1.4347 1.5558 0.010
H 0.4031 -1.2184 1.9018 0.018
H 1.6080 0.1665 1.9800 0.001
H 0.4568 -1.0657 -0.4973 0.061
H 0.6258 1.8474 0.2456 0.003
H -0.0619 1.1679 -1.2278 0.026
H -1.3258 1.2210 1.5885 0.002
H -3.3832 0.5854 0.1788 0.042
H -1.3663 -0.8290 -1.2931 0.094
H -3.0029 -0.5291 -1.8726 0.115
H 2.4914 0.4411 -1.3843 0.014
H 2.5673 -1.1521 -0.9749 0.036
```

Computed properties:
**HOMO (spin up / spin down)**: 1.307 / -3.937 eV
**Max |F|**: 2.8 eV/A
**<S²>**: 0.751
**Total charge**: -1
**2S+1**: 2
**Relative energy (zero: lowest compared OMol25 entry of this formula, charge and spin)**: 1.009 eV

---

[2]
Computed, not measured: a 2-piece molecular cluster, C4H12 overall, with ωB97M-V with the def2-TZVPD basis set.

```
16
Properties=species:S:1:pos:R:3:lowdin_charge:R:1
C -2.0541 -2.1693 -0.2306 -0.182
C -2.1879 -0.9413 -1.0794 -0.185
H -2.9002 -2.2496 0.4675 0.067
H -1.9288 -3.1085 -0.7692 0.062
H -1.2120 -2.1439 0.4518 0.055
H -1.8634 -1.0353 -2.1221 0.058
H -1.4173 -0.1824 -0.6824 0.083
H -3.0983 -0.4431 -1.2929 0.042
C 1.8784 1.6262 1.3232 -0.187
C 2.3540 1.4357 -0.1348 -0.148
H 1.9065 2.7032 1.6068 0.061
H 0.8448 1.3239 1.6074 0.061
H 2.5493 1.1542 2.0660 0.059
H 3.3285 1.0110 -0.0077 0.059
H 2.1147 2.3204 -0.6647 0.051
H 1.6860 0.6987 -0.5388 0.044
```

Computed properties:
**HOMO**: -11.510 eV
**Max |F|**: 3.8 eV/A
**2S+1**: 1
**SMILES**: CC.CC
**Relative energy (zero: lowest compared OMol25 entry of this formula, charge and spin)**: 0.897 eV

---

[3]
Computed, not measured: C41H82AlBr2Cl4F3N4NaO11P as an isolated structure, with ωB97M-V with the def2-TZVPD basis set.

```
150
Properties=species:S:1:pos:R:3:lowdin_charge:R:1
C -2.5295 0.1202 5.2103 -0.102
O -2.6385 0.3366 3.8159 -0.194
C -2.7623 -0.8747 3.1011 -0.237
C -2.0651 -0.8278 1.7251 -0.162
C -0.9613 0.2224 1.6649 -0.202
C -0.0802 0.1251 0.4086 -0.200
C -0.8027 0.6313 -0.8510 -0.205
C -1.0598 2.1614 -0.8543 -0.170
C -1.4614 2.6268 -2.2829 -0.149
C -0.4447 3.5280 -3.0561 -0.148
C 0.9540 3.6945 -2.4409 -0.113
C 1.6885 2.3867 -2.2884 -0.193
N 1.4118 1.4855 -3.1830 0.141
N 1.9363 0.2716 -3.1530 0.155
C 2.7406 0.0456 -2.1673 -0.245
C 3.2525 -1.4176 -2.1526 -0.235
C 2.0278 -2.2828 -2.5680 -0.186
C 2.0515 -3.7493 -2.0919 -0.179
C 0.5607 -4.1724 -1.9817 -0.198
C -0.1947 -4.0928 -3.3147 -0.161
C -1.7011 -3.9245 -3.0304 -0.220
O -1.9039 -2.5418 -2.7511 -0.205
C -3.1198 -2.0289 -3.2236 -0.127
C 3.1705 0.9289 -1.1530 0.043
C 2.6010 2.2208 -1.2155 -0.272
P 3.0051 3.5322 -0.0432 0.986
C 1.5926 3.9104 1.0855 -0.228
C 4.4725 3.0659 0.9680 -0.245
H -3.5013 -0.0266 5.7006 0.091
H -1.8488 -0.7024 5.4620 0.083
H -2.0939 1.0171 5.6593 0.068
H -2.3913 -1.7228 3.6921 0.114
H -3.8364 -1.0596 2.9321 0.117
H -1.6035 -1.8053 1.5412 0.112
H -2.8110 -0.6277 0.9476 0.101
H -1.3347 1.2413 1.7826 0.117
H -0.2929 0.0437 2.5139 0.102
H 0.3014 -0.8997 0.2876 0.103
H 0.7953 0.7750 0.5514 0.082
H -0.2927 0.3161 -1.7676 0.079
H -1.7960 0.1676 -0.9181 0.100
H -1.9397 2.2975 -0.2171 0.115
H -0.2579 2.7310 -0.3861 0.072
H -2.3991 3.1822 -2.2050 0.115
H -1.7142 1.7337 -2.8685 0.097
H -0.8795 4.5224 -3.1872 0.114
H -0.3431 3.1373 -4.0793 0.107
H 1.5632 4.3074 -3.1245 0.159
H 0.8968 4.2620 -1.5159 0.086
H 0.7691 1.6784 -3.9477 0.184
H 4.0826 -1.5543 -2.8682 0.108
H 3.5655 -1.7105 -1.1233 -0.119
H 1.1687 -1.8168 -2.0738 0.105
H 1.9034 -2.1777 -3.6428 0.119
H 2.4699 -3.8544 -1.0807 0.098
H 2.5683 -4.3925 -2.8101 0.124
H 0.0940 -3.5221 -1.2327 0.110
H 0.4924 -5.1930 -1.5892 0.121
H -0.0295 -4.9772 -3.9382 0.124
H 0.0684 -3.2279 -3.9279 0.109
H -2.0405 -4.5443 -2.1913 0.128
H -2.2343 -4.1892 -3.9556 0.117
H -4.0012 -2.5582 -2.8265 0.075
H -3.1495 -2.0270 -4.3251 0.091
H -3.2115 -0.9841 -2.9133 0.083
H 3.8660 0.6573 -0.3684 0.110
H 1.9280 4.6613 1.7951 0.049
H 0.7749 4.3452 0.5108 0.032
H 1.2622 2.9961 1.5872 0.038
H 5.1660 2.5325 0.3132 0.042
H 4.1759 2.4682 1.8332 0.016
H 4.9437 3.9821 1.3235 0.054
C 0.1405 3.4934 8.3448 -0.222
C 0.1087 3.6578 6.8128 -0.305
O 1.3433 4.3310 6.3503 0.021
C 2.4498 3.6142 6.1326 -0.386
O 2.5874 2.4236 6.2543 -0.121
C 3.5702 4.5444 5.6385 -0.539
F 3.6424 5.6674 6.3500 0.181
F 3.3663 4.8967 4.3504 0.135
F 4.7612 3.9493 5.7012 0.165
H 0.3007 4.4633 8.8352 0.084
H -0.7935 3.0719 8.7079 0.073
H 0.9451 2.8618 8.6599 -0.043
H -0.7326 4.3116 6.5629 0.118
H -0.0352 2.6988 6.2596 -0.029
C 2.3197 -1.5391 5.1209 0.003
C 3.3787 -0.7809 4.2873 -0.443
C 4.5186 -0.3103 5.2089 -0.110
C 5.4435 -1.4120 5.7447 -0.138
C 5.5447 -2.6297 4.8128 -0.120
C 5.2020 -2.3408 3.3499 -0.486
N 3.8511 -1.7445 3.2829 0.004
O 3.4957 -1.5418 2.1337 0.064
C 5.1763 -3.7026 2.6444 -0.064
C 6.2691 -1.4674 2.7132 -0.107
C 2.7153 0.4617 3.7300 -0.010
H 1.4854 -1.8596 4.4910 0.091
H 1.9174 -0.8954 5.9078 0.009
H 2.7346 -2.4289 5.5981 0.091
H 5.1300 0.4162 4.6678 0.113
H 4.0947 0.2409 6.0508 0.126
H 6.4334 -0.9857 5.9091 0.122
H 5.0983 -1.7447 6.7240 0.120
H 6.5415 -3.0643 4.8814 0.125
H 4.8675 -3.4034 5.1871 0.120
H 4.3708 -4.3293 3.0367 0.100
H 6.1168 -4.2249 2.8017 0.020
H 5.0344 -3.6045 1.5635 -0.012
H 7.2950 -1.9815 2.7675 -0.152
H 6.3626 -0.4914 3.1976 0.090
H 6.0663 -1.2904 1.6495 0.022
H 2.3608 1.0803 4.5534 0.067
H 1.8524 0.2260 3.1082 0.069
H 3.4179 1.0540 3.1393 0.070
C -9.3023 -3.7641 -5.1954 -0.023
C -8.7999 -3.5156 -3.7677 -0.340
C -8.0851 -2.1674 -3.5711 -0.182
O -6.8105 -2.1915 -4.1537 -0.169
C -6.7562 -1.8263 -5.5478 -0.024
N -7.8129 -4.5882 -3.4140 0.250
H -8.4992 -4.0106 -5.8853 0.096
H -9.9988 -4.6098 -5.2156 0.114
H -9.8323 -2.8871 -5.5894 0.104
H -9.6343 -3.6092 -3.0614 0.106
H -7.9215 -2.0200 -2.4982 0.153
H -8.6858 -1.3174 -3.9182 0.144
H -7.5524 -1.1327 -5.8213 0.108
H -6.8099 -2.7218 -6.1694 0.083
H -5.7936 -1.3581 -5.7339 0.109
H -8.1275 -5.5313 -3.6635 0.186
H -7.5868 -4.5788 -2.4118 0.196
H -6.9263 -4.3852 -3.9025 0.160
Br 8.5698 -3.3976 2.2817 -0.139
Na -11.0282 -2.6412 -3.7095 0.725
O -0.2487 6.5761 -5.2861 -0.481
Cl -1.6915 6.6407 -5.4318 0.596
O -2.0343 7.5486 -6.4879 -0.367
O -2.2761 7.0867 -4.1863 -0.384
O -2.1915 5.3091 -5.7459 -0.421
Al 5.1069 -2.4035 -0.7947 1.139
O -5.9229 -6.2333 -5.8177 -0.016
H -6.5959 -5.7548 -5.3326 -0.031
H -6.1111 -6.0362 -6.7446 0.063
Br 0.8356 1.2041 7.2840 0.440
C 1.9050 6.6669 -8.2829 -1.540
Cl 2.1415 8.0324 -9.3787 0.521
Cl 2.3072 7.1241 -6.6257 0.542
Cl 0.2518 6.0656 -8.3861 0.564
H 2.5747 5.8727 -8.5851 0.002
```

Computed properties:
**HOMO**: -8.700 eV
**Max |F|**: 7.2 eV/A
**Total charge**: +2
**2S+1**: 1

---

[4]
Computed, not measured: one molecule with the formula C5H8O, with ωB97M-V with the def2-TZVPD basis set.

```
14
Properties=species:S:1:pos:R:3:lowdin_charge:R:1
O -0.6475 2.2300 -0.9378 0.091
C -0.3141 1.2738 -0.2787 -0.416
C -1.2495 0.2149 0.2827 -0.121
C -0.5703 -1.0563 -0.2347 -0.203
C 0.9213 -0.7891 0.0460 -0.171
C 1.1120 0.7918 -0.0141 -0.086
H -1.1830 0.2493 1.3799 0.128
H -2.2776 0.3903 -0.0317 0.117
H -0.8361 -1.9921 0.2663 0.108
H -0.7892 -1.1804 -1.3042 0.117
H 1.5355 -1.4665 -0.5627 0.106
H 1.0845 -1.0876 1.0886 0.101
H 1.4125 1.1053 0.9937 0.113
H 1.8017 1.3164 -0.6933 0.117
```

Computed properties:
**HOMO**: -9.438 eV
**Max |F|**: 0.8 eV/A
**2S+1**: 1
**SMILES**: O=C1CCCC1
**Relative energy (zero: lowest compared OMol25 entry of this formula, charge and spin)**: 0.350 eV

---

[5]
Computed, not measured: a 2-piece molecular cluster, C3H8N2O overall, with ωB97M-V with the def2-TZVPD basis set.

```
14
Properties=species:S:1:pos:R:3:lowdin_charge:R:1
C -2.7780 0.8350 -0.0415 0.016
N -2.0190 -0.2333 0.0684 -0.238
O -2.4448 -1.3101 0.6233 -0.177
H -2.5312 1.7971 -0.4867 0.063
H -3.7923 0.6013 0.1716 0.059
H -0.8606 -0.2482 0.0930 0.124
C 0.9140 -1.6154 -0.2615 0.026
N 0.7094 -0.3375 -0.3516 -0.152
C 1.7426 0.5145 0.1149 -0.157
H 0.1516 -2.2036 -0.5400 0.032
H 1.8831 -2.0524 0.1174 0.107
H 1.1835 1.1224 0.9910 0.132
H 2.5912 -0.0128 0.4577 0.037
H 2.0593 1.2574 -0.7839 0.129
```

Computed properties:
**HOMO (spin up / spin down)**: -8.218 / -8.217 eV
**Max |F|**: 4.8 eV/A
**2S+1**: 1
**SMILES**: C=[NH+][O-].C=NC
**Relative energy (zero: lowest compared OMol25 entry of this formula, charge and spin)**: 5.429 eV

---

[6]
Computed, not measured: C33H29AsBrN8Pt as an isolated structure, with ωB97M-V with the def2-TZVPD basis set.

```
73
Properties=species:S:1:pos:R:3:lowdin_charge:R:1
Pt -0.2362 -0.3756 -0.1566 1.348
C 3.0480 -1.8274 2.4059 -0.027
C 2.2176 -1.6925 1.2938 -0.066
N 1.3372 -0.7001 1.2186 -0.034
C 1.2671 0.1681 2.2682 -0.149
C 2.1084 -0.0022 3.3564 0.003
N 2.9842 -0.9948 3.4275 0.164
C 0.2845 1.2520 2.1524 -0.161
C 0.0250 2.2505 3.0662 0.109
C -0.9812 3.1966 2.8136 -0.067
C -1.6957 3.0779 1.6083 0.102
C -1.3978 2.0687 0.7206 -0.206
N -0.4045 1.2027 1.0032 -0.071
C -2.0686 1.7927 -0.5548 -0.180
C -2.9964 2.6329 -1.1604 -0.002
N -3.5041 2.3799 -2.3557 0.164
C -3.0869 1.2962 -2.9915 -0.025
C -2.1590 0.4287 -2.4262 -0.059
N -1.6680 0.6684 -1.2097 -0.054
C -1.2908 4.2616 3.7794 -0.171
C -1.9620 5.4202 3.3850 0.006
C -2.2259 6.3983 4.3334 -0.087
N -1.8767 6.2778 5.6070 0.112
C -1.2432 5.1786 5.9933 -0.086
C -0.9229 4.1481 5.1208 0.008
H 3.7624 -2.6403 2.4564 0.143
H 2.2678 -2.3864 0.4737 0.089
H 2.0701 0.6773 4.1989 0.141
H 0.6061 2.3093 3.9740 0.126
H -2.5071 3.7571 1.3936 0.128
H -3.3258 3.5401 -0.6680 0.143
H -3.4924 1.0984 -3.9764 0.144
H -1.8128 -0.4508 -2.9490 0.120
H -2.2526 5.6084 2.3601 0.112
H -2.7343 7.3127 4.0530 0.127
H -0.9805 5.1121 7.0421 0.128
H -0.4317 3.2713 5.5209 0.113
N -4.1902 -4.0785 4.9718 0.218
C -3.5962 -3.5038 4.1754 -0.153
C -2.8523 -2.7829 3.1806 -0.198
C -1.7260 -3.3608 2.5988 0.014
C -1.0092 -2.6635 1.6381 -0.111
C -1.4064 -1.3851 1.2649 -0.289
C -2.5310 -0.8114 1.8385 -0.085
C -3.2583 -1.5095 2.7955 0.013
H -1.4180 -4.3544 2.8965 0.139
H -0.1441 -3.1441 1.1943 0.098
H -2.8829 0.1716 1.5543 0.098
H -4.1406 -1.0697 3.2410 0.139
Br 2.0613 -2.2075 -2.4210 0.948
C 0.3043 -2.8115 -2.1527 -0.674
C -0.0686 -3.9442 -2.8603 -0.061
C -1.3766 -4.3842 -2.7913 0.025
C -2.2775 -3.6593 -2.0215 0.011
C -1.8323 -2.5514 -1.3445 -0.139
N -0.5471 -2.1088 -1.3868 -0.127
H 0.6669 -4.4570 -3.4635 0.124
H -1.6872 -5.2657 -3.3370 0.144
H -3.3130 -3.9555 -1.9288 0.139
H -2.5055 -2.0018 -0.7046 0.108
C 3.2734 0.8638 -1.3466 -0.265
As 1.3796 0.9847 -1.7219 1.017
C 1.0564 2.8858 -1.5404 -0.246
C 1.1815 0.6654 -3.6271 -0.287
H 3.7674 1.6784 -1.8764 0.059
H 3.6769 -0.0819 -1.6973 -0.002
H 3.4582 0.9763 -0.2794 0.036
H 1.6517 3.4096 -2.2882 0.062
H 1.3632 3.2228 -0.5507 0.045
H 0.0083 3.1287 -1.7065 0.027
H 2.1658 0.7014 -4.0928 0.057
H 0.5631 1.4474 -4.0650 0.047
H 0.7419 -0.3110 -3.8209 -0.015
```

Computed properties:
**HOMO**: -16.379 eV
**Max |F|**: 0.9 eV/A
**Total charge**: +3
**2S+1**: 1
**Relative energy (zero: lowest compared OMol25 entry of this formula, charge and spin)**: 0.000 eV

---

[7]
Computed, not measured: one molecule with the formula C19H38O, with ωB97M-V with the def2-TZVPD basis set.

```
58
Properties=species:S:1:pos:R:3:lowdin_charge:R:1
C -3.8683 -2.3899 -0.4379 -0.042
C -4.2518 -1.0022 -0.0111 -0.288
C -5.3669 -0.7445 0.6634 -0.054
C -6.3864 -1.7811 1.0610 -0.263
O -6.9746 -2.4527 -0.0406 -0.080
C -3.2478 0.0470 -0.4086 -0.166
C -3.4421 1.4364 0.1932 -0.188
C -2.2854 2.3817 -0.1604 -0.390
C -2.7109 3.8360 0.0355 -0.073
C -1.0350 2.0758 0.6782 -0.178
C 0.2750 2.3568 -0.0616 -0.189
C 0.6115 1.2914 -1.1083 -0.180
C 1.1458 -0.0197 -0.5116 -0.388
C 0.9089 -1.1697 -1.4894 -0.062
C 2.6340 0.1126 -0.1676 -0.183
C 3.1463 -1.0021 0.7424 -0.204
C 4.5715 -0.7628 1.2438 -0.198
C 5.6489 -0.6904 0.1554 -0.447
C 5.7249 -1.9795 -0.6590 -0.076
C 7.0040 -0.4039 0.8014 -0.087
H -3.4362 -2.3724 -1.4371 0.082
H -4.7241 -3.0561 -0.4388 0.067
H -3.1149 -2.7885 0.2425 0.090
H -5.6071 0.2673 0.9521 0.095
H -7.1719 -1.3068 1.6660 0.110
H -5.9256 -2.5711 1.6616 0.120
H -7.3070 -1.7902 -0.6558 0.090
H -2.2575 -0.3309 -0.1394 0.108
H -3.2616 0.1321 -1.5012 0.131
H -3.5240 1.3616 1.2796 0.126
H -4.3733 1.8617 -0.1866 0.116
H -2.0477 2.2416 -1.2201 0.128
H -1.8803 4.5085 -0.1662 0.072
H -3.5279 4.0935 -0.6353 0.076
H -3.0435 3.9991 1.0589 0.082
H -1.0699 2.6788 1.5883 0.117
H -1.0441 1.0311 0.9899 0.096
H 1.0880 2.4176 0.6645 0.104
H 0.2048 3.3300 -0.5521 0.109
H 1.3583 1.6879 -1.8002 0.119
H -0.2861 1.0767 -1.6909 0.101
H 0.5982 -0.2374 0.4116 0.127
H -0.1527 -1.2778 -1.7028 0.067
H 1.2665 -2.1110 -1.0802 0.070
H 1.4282 -0.9818 -2.4273 0.085
H 2.7999 1.0681 0.3353 0.113
H 3.2057 0.1251 -1.0973 0.115
H 2.4898 -1.0709 1.6144 0.116
H 3.0993 -1.9604 0.2252 0.096
H 4.8341 -1.5676 1.9359 0.116
H 4.5894 0.1731 1.8087 0.113
H 5.4140 0.1378 -0.5208 0.126
H 4.8127 -2.1408 -1.2269 0.067
H 6.5543 -1.9324 -1.3616 0.076
H 5.8807 -2.8336 -0.0028 0.084
H 7.2817 -1.2128 1.4744 0.079
H 7.7780 -0.3090 0.0430 0.073
H 6.9706 0.5209 1.3733 0.074
```

Computed properties:
**HOMO**: -9.156 eV
**Max |F|**: 0.5 eV/A
**2S+1**: 1
**SMILES**: C/C(=C\CO)CC[C@@H](C)CCC[C@@H](C)CCCC(C)C
**Relative energy (zero: lowest compared OMol25 entry of this formula, charge and spin)**: 0.131 eV

---

[8]
Computed, not measured: C3HKO2 as an isolated structure, with ωB97M-V with the def2-TZVPD basis set.

```
7
Properties=species:S:1:pos:R:3:lowdin_charge:R:1
O 0.5266 -1.1609 0.1044 -0.141
O 0.2783 1.0525 0.1215 -0.138
C -0.1684 -0.1190 0.1798 -0.783
K 2.7498 0.2120 -0.0161 0.985
C -2.8256 -0.3132 -0.0683 0.044
C -1.6418 -0.2841 0.2225 -0.028
H -3.4393 -1.1750 0.3218 0.061
```

Computed properties:
**HOMO**: -8.920 eV
**Max |F|**: 3.0 eV/A
**2S+1**: 1
**Relative energy (zero: lowest compared OMol25 entry of this formula, charge and spin)**: 0.000 eV